No. 1
A single C2H5BrSi molecule at a distorted geometry, computed with ωB97M-V with the def2-TZVPD basis set.

```
9
Properties=species:S:1:pos:R:3
C 0.21 1.25 0.88
C -0.57 0.61 -0.05
Si -0.09 -1.09 -0.59
Br 2.14 -1.33 -0.72
H 1.20 1.58 0.58
H -0.11 1.38 1.91
H -1.46 1.04 -0.50
H -0.70 -1.39 -1.90
H -0.61 -2.06 0.39
```

Kohn-Sham gap ... 0.283 hartree
HOMO energy ... -8.352 eV
Energy above the lowest of the compared OMol25 structures with the same formula, charge and spin ... 206.9 kJ/mol
Structure (SMILES) ... C=C[SiH2]Br
Total energy ... -80073.0596 eV


No. 2
A molecular structure, C2H5BrSi at a distorted geometry, computed with ωB97M-V with the def2-TZVPD basis set.

```
9
Properties=species:S:1:pos:R:3
C 1.09 0.45 0.00
C 1.85 -0.60 0.16
Si -0.74 -0.02 -0.07
Br 4.41 -0.31 0.24
H 1.44 1.29 -0.51
H 1.78 -1.71 0.37
H -1.02 -0.76 -1.29
H -1.85 0.95 -0.06
H -0.69 -0.76 1.11
```

Kohn-Sham gap ... 0.304 hartree
HOMO energy ... -9.661 eV
Energy above the lowest of the compared OMol25 structures with the same formula, charge and spin ... 339.0 kJ/mol
Total energy ... -80071.6911 eV


No. 3
2 unconnected molecules or ions with the total composition C2H5Cl2N at a distorted geometry, computed with ωB97M-V with the def2-TZVPD basis set.

```
10
Properties=species:S:1:pos:R:3
C 0.87 0.12 -0.02
C -0.23 -0.20 0.60
N -0.82 -1.41 0.83
Cl -1.05 0.98 1.61
H 1.24 -0.39 -0.90
H 1.17 1.09 0.11
H -1.75 -1.27 0.97
H -0.61 -2.20 0.21
Cl -0.76 2.60 -1.95
H 0.06 3.08 -0.98
```

Kohn-Sham gap ... 0.351 hartree
HOMO energy ... -8.825 eV
Energy above the lowest of the compared OMol25 structures with the same formula, charge and spin ... 61.9 kJ/mol
Structure (SMILES) ... C=C(N)Cl.Cl
Total energy ... -28689.2220 eV


No. 4
A molecular structure, C2H5Cl4OSn2 at a distorted geometry, computed with ωB97M-V with the def2-TZVPD basis set.

```
14
Properties=species:S:1:pos:R:3
Sn 2.57 4.72 -2.19
Sn -4.60 1.97 -3.25
O -0.67 1.39 -0.82
H -0.96 0.97 0.01
C -2.90 0.03 4.70
Cl -3.58 1.28 5.67
Cl -1.53 -0.72 5.57
H -3.59 -0.78 4.47
H -2.50 0.48 3.79
C 3.39 -1.83 -3.63
Cl 4.64 -0.60 -3.28
Cl 4.16 -3.35 -3.23
H 2.45 -1.68 -3.11
H 3.13 -1.87 -4.69
```

Kohn-Sham gap ... 0.052 hartree
Total charge ... +3
HOMO energy ... -15.818 eV
Total energy ... -65913.3337 eV


No. 5
A single C2H5ClN2 molecule at a distorted geometry, computed with ωB97M-V with the def2-TZVPD basis set.

```
10
Properties=species:S:1:pos:R:3
H 2.87 0.21 0.21
N 1.99 -0.48 0.15
C 0.94 0.16 -0.10
C -0.34 -0.53 -0.08
N -1.36 0.56 -0.10
Cl -2.95 -0.17 0.00
H 0.97 1.32 -0.34
H -0.41 -1.16 -0.96
H -0.27 -1.27 0.73
H -1.45 1.35 0.49
```

Kohn-Sham gap ... 0.379 hartree
HOMO energy ... -9.455 eV
Energy above the lowest of the compared OMol25 structures with the same formula, charge and spin ... 224.2 kJ/mol
Structure (SMILES) ... [H]/N=C/CNCl
Total energy ... -17655.2512 eV


No. 6
A single C2H5ClN2 molecule at a distorted geometry, computed with ωB97M-V with the def2-TZVPD basis set.

```
10
Properties=species:S:1:pos:R:3
H 1.74 1.64 -0.38
N 0.96 1.34 0.20
C 0.93 0.05 0.21
N 1.91 -0.68 -0.36
C -0.27 -0.61 0.76
Cl -1.71 0.06 -0.30
H 2.75 -0.26 -0.72
H 1.61 -1.59 -0.79
H -0.57 -0.23 1.81
H -0.47 -1.75 0.57
```

Kohn-Sham gap ... 0.371 hartree
HOMO energy ... -9.429 eV
Energy above the lowest of the compared OMol25 structures with the same formula, charge and spin ... 55.5 kJ/mol
Structure (SMILES) ... [H]/N=C(\N)CCl
Total energy ... -17656.9990 eV


Among the records above, which one has the highest Kohn-Sham gap? number 5


Which formula does entry 1 have? C2H5BrSi


Kohn-Sham gap of number 5 (C2H5ClN2)? 0.379 hartree